No. 1
C4H7O3Pt | ωB97M-V/def2-TZVPD

Computed properties:
Gap between HOMO and LUMO (alpha / beta)   9.4 / 3.3 eV
HOMO energy (alpha / beta)   -18.91 / -17.61 eV
LUMO level (alpha / beta)   -9.53 / -14.28 eV
Net charge   +2
Multiplicity   4

Each line ends with the natural charge from an NBO analysis.
Geometry (Å):
C1 0.6372 0.8008 0.5444  -0.064
C2 -0.1258 0.6923 1.8351  -0.662
H1 1.3865 1.5982 0.5624  0.244
H2 1.1088 -0.1422 0.2500  0.208
H3 -0.5832 1.6515 2.1088  0.246
H4 0.5875 0.4155 2.6221  0.288
H5 -0.8999 -0.0827 1.7816  0.229
O1 -0.7946 1.5033 -2.6068  -0.523
Pt1 -1.7854 2.2757 -1.0223  1.086
O2 -0.3104 1.1575 -0.5308  -0.561
C3 -0.0397 0.9731 -1.8140  0.849
O3 0.0545 -1.8067 -1.7034  -0.186
C4 0.2012 -2.7282 -0.9213  0.308
H6 0.9776 -3.4909 -1.1014  0.282
H7 -0.4145 -2.8172 -0.0045  0.256

---

No. 2
C2H3BrO2P | ωB97M-V/def2-TZVPD

Computed properties:
Gap between HOMO and LUMO   9.1 eV
SMILES   C=C[P@](=O)([O-])Br
HOMO energy   -5.41 eV
LUMO level   3.67 eV
Net charge   -1
Relative energy (zero: lowest compared OMol25 entry of this formula, charge and spin)   30.3 kJ/mol
Multiplicity   1

Each line ends with the natural charge from an NBO analysis.
Geometry (Å):
C1 -1.2849 -0.7421 0.3377  -0.395
C2 -0.5476 -0.0994 -0.5248  -0.580
P1 1.0496 0.7419 -0.0670  2.079
O1 0.8494 1.2096 1.3335  -1.138
O2 1.6054 1.5765 -1.1905  -1.127
Br1 2.2747 -1.2130 -0.0061  -0.466
H1 -2.3482 -1.1218 0.1203  0.184
H2 -0.7765 -0.7883 1.4119  0.231
H3 -0.8219 0.4366 -1.4150  0.212

---

No. 3
C28H40CuF6N2O4P2S2 | ωB97M-V/def2-TZVPD

Computed properties:
Gap between HOMO and LUMO (alpha / beta)   8.3 / 5.8 eV
HOMO energy (alpha / beta)   -7.65 / -7.79 eV
LUMO level (alpha / beta)   0.67 / -1.98 eV
Relative energy (zero: lowest compared OMol25 entry of this formula, charge and spin)   86.2 kJ/mol
Multiplicity   2

Each line ends with the Mulliken charge.
Geometry (Å):
Cu1 0.9847 -0.2921 -0.4136  -1.171
C1 0.7680 1.9668 -4.1347  -1.528
C2 0.5642 0.4575 -4.1606  0.265
C3 1.8427 -0.2282 -4.6447  -1.546
P1 0.1176 -0.2461 -2.4906  2.713
C4 -0.3836 -2.0016 -2.9857  0.410
C5 0.7220 -2.9276 -2.4809  -1.441
C6 -1.7113 -2.4014 -2.3551  -1.270
C7 -1.4989 0.4539 -2.0345  -0.659
C8 -2.3829 0.9913 -2.9523  -0.652
C9 -3.6313 1.4659 -2.5696  0.828
C10 -4.5546 2.1109 -3.5567  -1.849
C11 -4.0106 1.3087 -1.2413  -1.405
C12 -3.1391 0.8009 -0.3056  -0.483
C13 -1.8328 0.4208 -0.6581  -0.152
N1 -0.9459 -0.1075 0.2281  1.803
C14 -0.8568 0.2335 1.5326  0.103
C15 -1.4541 1.3544 2.1399  -0.188
C16 -1.3677 1.5409 3.5005  -1.385
C17 -0.6579 0.6604 4.3148  0.125
C18 -0.5626 0.8822 5.7901  -1.714
C19 0.0321 -0.3873 3.7079  -0.101
C20 -0.0487 -0.6081 2.3509  -0.308
P2 0.8686 -1.8840 1.4254  0.814
C21 -0.1766 -3.4003 1.8414  0.659
C22 -0.0757 -3.8877 3.2825  -1.409
C23 -1.6198 -3.0379 1.5089  -0.988
C24 2.4241 -2.2004 2.4038  0.532
C25 3.3184 -0.9686 2.3762  -1.414
C26 3.1272 -3.3783 1.7290  -1.658
H1 0.9604 2.3297 -5.1447  0.593
H2 1.6195 2.2190 -3.5071  0.168
H3 -0.1035 2.4796 -3.7358  0.242
H4 -0.2540 0.2057 -4.8492  0.435
H5 2.6508 -0.0748 -3.9298  0.361
H6 2.1486 0.1996 -5.5992  0.447
H7 1.6946 -1.2976 -4.7825  0.364
H8 -0.4626 -2.0716 -4.0761  0.807
H9 0.8153 -2.8006 -1.3985  0.154
H10 1.6805 -2.6809 -2.9337  0.308
H11 0.4906 -3.9698 -2.6991  0.512
H12 -1.6877 -2.1508 -1.2986  -0.144
H13 -1.8699 -3.4741 -2.4543  0.571
H14 -2.5506 -1.8818 -2.8097  0.309
H15 -2.0954 1.0631 -3.9913  0.180
H16 -4.1555 2.0416 -4.5654  0.356
H17 -4.6815 3.1642 -3.3080  0.339
H18 -5.5367 1.6400 -3.5284  0.380
H19 -5.0050 1.6045 -0.9343  0.399
H20 -3.4733 0.6539 0.7123  0.607
H21 -1.9566 2.0782 1.5180  0.512
H22 -1.8527 2.3996 3.9424  0.421
H23 -1.4253 1.4278 6.1648  0.424
H24 0.3264 1.4759 5.9973  0.278
H25 -0.4676 -0.0575 6.3307  0.400
H26 0.6519 -1.0235 4.3235  0.560
H27 0.1594 -4.1946 1.1644  0.764
H28 -0.2478 -3.0677 3.9763  0.203
H29 0.8877 -4.3439 3.4940  0.328
H30 -0.8439 -4.6406 3.4546  0.491
H31 -1.9836 -2.2864 2.2088  0.179
H32 -2.2658 -3.9131 1.5624  0.614
H33 -1.6798 -2.6184 0.5075  -0.308
H34 2.1793 -2.4494 3.4407  0.445
H35 3.5562 -0.7000 1.3475  0.207
H36 4.2473 -1.1687 2.9070  0.632
H37 2.8254 -0.1155 2.8376  0.084
H38 3.2765 -3.1758 0.6681  0.305
H39 2.5471 -4.2935 1.8172  0.377
H40 4.1014 -3.5424 2.1828  0.469
F1 3.8951 2.9928 0.1557  -0.210
C27 3.3350 3.1866 1.3483  0.600
F2 4.2056 2.7709 2.2700  -0.211
F3 3.1447 4.4947 1.5134  -0.228
S1 1.7071 2.2438 1.5547  0.866
O1 1.9455 1.0546 0.7685  -0.924
O2 1.6353 2.0660 2.9648  -0.715
N2 0.5939 3.2053 1.0269  -0.454
S2 0.0562 3.1388 -0.4501  1.060
O3 0.6059 2.0579 -1.2197  -0.498
O4 -1.3446 3.3741 -0.5394  -0.812
C28 0.8636 4.6568 -1.2332  0.463
F4 0.5699 5.7931 -0.6110  -0.232
F5 0.5197 4.7923 -2.5145  -0.204
F6 2.1883 4.4918 -1.1946  -0.207

---

No. 4
C4H13NO3 | ωB97M-V/def2-TZVPD

Computed properties:
Gap between HOMO and LUMO (alpha / beta)   10.6 / 6.1 eV
HOMO energy (alpha / beta)   -14.63 / -14.62 eV
LUMO level (alpha / beta)   -4.00 / -8.55 eV
Net charge   +1
Relative energy (zero: lowest compared OMol25 entry of this formula, charge and spin)   132.3 kJ/mol
Multiplicity   2

Each line ends with the natural charge from an NBO analysis.
Geometry (Å):
C1 1.0903 0.0397 -1.4027  -0.428
C2 0.1832 1.0014 -2.1599  -0.613
C3 0.2371 -0.6469 -0.3169  0.655
N1 -0.8582 -1.3317 -0.5825  -0.501
C4 -1.4279 -2.1883 0.4559  -0.446
O1 0.4738 -0.2139 0.8302  -0.107
H1 1.8460 0.5568 -0.8212  0.269
H2 1.4992 -0.7065 -2.0763  0.268
H3 -0.2113 1.8662 -1.6339  0.259
H4 0.7834 1.4875 -2.9352  0.260
H5 -0.5870 0.4168 -2.6585  0.210
H6 -0.9923 -1.6175 -1.5393  0.433
H7 -2.4737 -2.3308 0.2107  0.245
H8 -1.4672 -1.7001 1.4254  0.234
H9 -1.0005 -3.1810 0.5452  0.239
H10 0.4132 3.4612 0.5321  0.489
H11 0.4243 2.5836 1.7519  0.477
O2 0.2979 2.5361 0.7975  -0.957
H12 0.4707 0.7576 2.9924  0.458
H13 0.4984 -0.7990 3.0823  0.461
O3 0.8003 0.0089 3.5028  -0.907

---

no.,calculated total energy (Ha)
1,-500.5989
2,-3143.9853
3,-5220.1823
4,-440.3397